# 1
A cluster of 2 separate species, C4H8N3 in total in a non-equilibrium geometry. Source: OMol25; level of theory: ωB97M-V/def2-TZVPD.

Geometry as XYZ:
```
15
Properties=species:S:1:pos:R:3
N 0.534 0.650 -0.346
N -0.325 -1.561 -0.511
N 1.371 0.393 0.670
C 0.748 0.544 1.850
C -1.329 0.462 -1.682
C 0.240 0.811 2.906
C -0.305 -0.227 -0.828
H -2.264 0.215 -1.393
H -1.198 0.250 -2.666
H -1.163 1.533 -1.543
H 2.333 0.866 0.438
H 2.235 -1.052 0.302
H -0.810 -2.173 -1.157
H 0.226 -1.911 0.244
H -0.292 1.200 3.718
```

## Properties
energy above the lowest of the compared OMol25 structures with the same formula, charge and spin: 8.354 eV
HOMO energy (alpha / beta): -0.5343 / -0.5341 hartree
charge: +1
electronic energy: -320.9843 Eh
HOMO-LUMO gap (alpha / beta): 0.2951 / 0.3150 hartree

# 2
The ion C4H8N3O with charge +1 in a non-equilibrium geometry. Source: OMol25; level of theory: ωB97M-V/def2-TZVPD.

Geometry as XYZ:
```
16
Properties=species:S:1:pos:R:3
O -1.072 0.769 0.261
N -2.532 -0.952 -0.450
N 0.314 2.495 -0.095
N 2.217 -0.266 -0.099
C -1.507 -0.558 0.476
C 1.135 0.204 -0.235
C 0.135 1.110 -0.044
C 3.237 -0.980 -0.246
H -2.562 -0.652 -1.395
H 4.196 -0.415 -0.403
H 1.208 2.751 -0.407
H -0.460 3.202 -0.295
H -3.439 -0.826 -0.007
H -0.530 -1.232 0.410
H -1.964 -0.899 1.409
H 3.190 -1.936 0.034
```

## Properties
energy above the lowest of the compared OMol25 structures with the same formula, charge and spin: 5.003 eV
HOMO energy: -0.4875 hartree
charge: +1
electronic energy: -396.3524 Eh
HOMO-LUMO gap: 0.3210 hartree
structure (SMILES): C=[N+]=C=C(N)OCN

# 3
A structure of composition C4H8N3O in a non-equilibrium geometry. Source: OMol25; level of theory: ωB97M-V/def2-TZVPD.

Geometry as XYZ:
```
16
Properties=species:S:1:pos:R:3
O -0.609 -1.321 -0.014
N -2.126 0.294 -0.115
N -0.568 1.783 0.929
N -1.048 -0.186 -0.815
C 1.794 -0.613 -0.346
C 0.798 -1.686 -0.236
C 0.277 1.141 0.284
C 1.486 0.699 -0.218
H -0.261 2.558 1.584
H 1.143 -2.366 0.552
H 0.692 -2.220 -1.133
H 2.865 -0.882 -0.651
H 2.344 1.369 -0.059
H -1.473 1.157 0.650
H -2.652 -0.407 0.432
H -2.662 0.682 -0.847
```

## Properties
energy above the lowest of the compared OMol25 structures with the same formula, charge and spin: 7.785 eV
HOMO energy (alpha / beta): -0.4796 / -0.4795 hartree
charge: +1
electronic energy: -396.2502 Eh
HOMO-LUMO gap (alpha / beta): 0.3106 / 0.3106 hartree

# 4
A cluster of 2 separate species, C4H8N3O2 in total in a non-equilibrium geometry. Source: OMol25; level of theory: ωB97M-V/def2-TZVPD.

Geometry as XYZ:
```
17
Properties=species:S:1:pos:R:3
O -0.506 -1.811 0.926
O 1.315 -2.421 1.882
N -0.242 0.475 -0.539
N 1.183 1.854 -1.965
N 0.622 -1.648 1.277
C 1.350 -0.493 0.806
C -0.753 1.250 0.579
C -0.939 -0.442 -1.325
C 0.599 1.140 -1.330
H -1.422 0.125 -2.102
H 2.234 -0.651 0.202
H -1.484 2.047 0.256
H -1.532 -1.124 -0.612
H -0.063 1.700 1.275
H -1.392 0.580 1.158
H 1.166 0.386 1.366
H -0.139 -0.966 -1.853
```

## Properties
energy above the lowest of the compared OMol25 structures with the same formula, charge and spin: 9.685 eV
HOMO energy (alpha / beta): -0.5711 / -0.5711 hartree
charge: +1
electronic energy: -471.4051 Eh
HOMO-LUMO gap (alpha / beta): 0.2881 / 0.2883 hartree

# 5
A structure of composition C4H8N3O4S in a non-equilibrium geometry. Source: OMol25; level of theory: ωB97M-V/def2-TZVPD.

Geometry as XYZ:
```
20
Properties=species:S:1:pos:R:3
S -0.590 1.155 0.290
O 0.781 0.448 0.859
O -0.981 1.979 1.345
O 2.441 -0.596 -0.357
O -1.716 -2.463 -0.140
N -0.156 1.413 -1.104
N 0.356 -1.411 -0.305
N -1.519 -0.214 0.203
C 3.409 0.387 -0.101
C 1.194 -0.447 0.022
C -1.069 -1.493 -0.040
C -2.981 -0.111 0.455
H 2.892 1.376 -0.424
H 3.729 0.396 0.957
H -0.742 2.129 -1.526
H -3.257 -0.764 1.266
H -3.204 0.917 0.692
H 4.310 0.134 -0.768
H 0.717 -2.311 -0.869
H -3.615 -0.523 -0.456
```

## Properties
energy above the lowest of the compared OMol25 structures with the same formula, charge and spin: 0.998 eV
HOMO energy: -0.5317 hartree
charge: +1
electronic energy: -1020.2855 Eh
HOMO-LUMO gap: 0.3619 hartree

# 6
The ion C4H8N3O4S3 with charge -1 in a non-equilibrium geometry. Source: OMol25; level of theory: ωB97M-V/def2-TZVPD.

Geometry as XYZ:
```
22
Properties=species:S:1:pos:R:3
S 1.576 -2.397 1.347
S 1.512 0.822 -0.462
S 1.343 -0.487 -2.151
O 1.694 2.197 -0.943
O -1.536 1.639 1.748
O 2.671 0.241 0.298
O -2.165 -0.501 2.540
N -0.530 1.385 -2.483
N -1.398 -0.638 -2.058
N 0.127 0.765 0.247
C -0.047 -1.667 1.022
C -1.384 0.330 2.089
C -0.424 0.095 -2.148
C -0.030 -0.171 1.409
H -1.187 -1.671 -1.758
H -0.389 -1.765 -0.012
H 0.734 -0.046 2.113
H -0.651 1.803 1.243
H -1.520 1.763 -2.565
H -0.780 -2.209 1.709
H 0.126 1.909 -2.003
H 2.258 -1.398 0.818
```

## Properties
energy above the lowest of the compared OMol25 structures with the same formula, charge and spin: 1.023 eV
HOMO energy: -0.2068 hartree
charge: -1
electronic energy: -1817.0510 Eh
HOMO-LUMO gap: 0.3185 hartree
structure (SMILES): [H]/N=C(/N)S[S@@](=O)([O-])=N[C@H](CS)C(=O)O

# 7
An isolated molecule of C4H8N3OP in a non-equilibrium geometry. Source: OMol25; level of theory: ωB97M-V/def2-TZVPD.

Geometry as XYZ:
```
17
Properties=species:S:1:pos:R:3
P 1.910 -1.610 0.328
O 2.290 -0.003 0.161
N 1.817 2.349 -0.009
N -1.947 -0.127 0.478
N -0.578 -0.223 0.956
C 1.360 1.048 0.240
C 0.104 0.894 0.636
C 0.067 -1.482 0.535
C 0.546 -1.644 -0.903
H 1.412 3.103 0.604
H 0.512 -0.835 -1.494
H -2.471 -0.373 1.289
H -0.387 -2.252 1.066
H -2.097 -0.684 -0.319
H 0.339 -2.529 -1.317
H -0.472 1.727 0.596
H 2.736 2.428 -0.258
```

## Properties
energy above the lowest of the compared OMol25 structures with the same formula, charge and spin: 4.184 eV
HOMO energy: -0.2553 hartree
electronic energy: -737.9722 Eh
HOMO-LUMO gap: 0.2961 hartree
structure (SMILES): NC1=CN(N)[C@H]2CP2O1

# 8
The ion C4H8N3OS2 with charge +1 in a non-equilibrium geometry. Source: OMol25; level of theory: ωB97M-V/def2-TZVPD.

Geometry as XYZ:
```
18
Properties=species:S:1:pos:R:3
S 2.521 1.781 0.090
S 3.234 -0.887 1.384
O -0.994 -2.400 -0.185
N 0.633 -1.430 1.174
N 1.292 0.780 0.765
N -0.083 1.104 0.228
C 1.707 -0.520 1.030
C -0.407 -1.417 0.166
C -0.649 0.012 -0.565
C -2.097 0.157 -0.869
H -2.390 -0.575 -1.735
H -0.059 -0.067 -1.546
H 0.769 -2.300 1.709
H -2.275 1.088 -1.318
H -0.780 1.411 0.960
H -2.818 -0.036 0.067
H 2.452 1.267 -1.127
H -0.055 2.031 -0.229
```

## Properties
energy above the lowest of the compared OMol25 structures with the same formula, charge and spin: 1.207 eV
HOMO energy: -0.4688 hartree
charge: +1
electronic energy: -1192.7586 Eh
HOMO-LUMO gap: 0.3218 hartree
structure (SMILES): C[C@H]1[NH2+]N(S)C(=S)NC1=O

# 9
The ion C4H8N3S with charge +1 in a non-equilibrium geometry. Source: OMol25; level of theory: ωB97M-V/def2-TZVPD.

Geometry as XYZ:
```
16
Properties=species:S:1:pos:R:3
S 2.083 -1.059 0.063
N 2.979 1.382 -0.117
N -1.359 1.601 -0.090
N -0.533 0.609 -0.263
C -2.005 -1.345 0.060
C 2.059 0.637 0.467
C 0.406 -1.540 -0.089
C -0.693 -0.658 -0.160
H -2.244 1.664 0.426
H -0.976 2.473 -0.116
H 3.040 2.231 0.564
H -1.836 -2.405 -0.272
H -2.332 -1.170 1.029
H -2.622 -0.836 -0.773
H 3.754 1.054 -0.667
H 0.280 -2.637 -0.062
```

## Properties
energy above the lowest of the compared OMol25 structures with the same formula, charge and spin: 5.128 eV
HOMO energy (alpha / beta): -0.4687 / -0.4690 hartree
charge: +1
electronic energy: -719.2624 Eh
HOMO-LUMO gap (alpha / beta): 0.2581 / 0.2586 hartree

# 10
The ion C4H8N3S with charge +1 in a non-equilibrium geometry. Source: OMol25; level of theory: ωB97M-V/def2-TZVPD.

Geometry as XYZ:
```
16
Properties=species:S:1:pos:R:3
S 2.201 1.949 0.973
N -0.790 -0.125 -0.562
N 0.196 -1.030 -0.297
N -0.132 1.178 -0.147
C 1.406 -0.496 0.040
C -0.063 -2.435 -0.330
C 1.165 0.862 0.246
C -0.946 2.315 0.155
H -1.440 2.605 -0.791
H 2.363 -0.961 0.364
H -1.006 -2.828 -0.034
H -0.127 -2.725 -1.424
H 0.781 -3.072 0.074
H -0.274 3.032 0.714
H -1.801 1.935 0.879
H -1.530 -0.205 0.140
```

## Properties
energy above the lowest of the compared OMol25 structures with the same formula, charge and spin: 4.359 eV
HOMO energy (alpha / beta): -0.4758 / -0.4758 hartree
charge: +1
electronic energy: -719.2907 Eh
HOMO-LUMO gap (alpha / beta): 0.2501 / 0.2502 hartree
structure (SMILES): Cn1[nH][n+](C)cc1=S